Computed, not measured: a cluster of 10 separate species, C60H122FN5O12 in total in a non-equilibrium geometry, with ωB97M-V/def2-TZVPD.

Values from the calculation:
Gap between HOMO and LUMO in eV: 8.31
HOMO energy in eV: -8.30
SMILES: CC1(C)CCCC(C)(C)N1O.CC1(C)CCCC(C)(C)N1O.CC1(C)CCCC(C)(C)N1O.CC1(C)CCCC(C)(C)N1O.CC1(C)CCCC(C)(C)N1O.O=C1OC[C@@H](F)O1.CC(C)=O.CC(C)=O.CC(C)=O.CC(C)=O

The geometry in ORCA input format:
```
! RIJCOSX wB97M-V def2-TZVPD def2/J DEFGRID3
* xyz 0 1
C -4.775 -9.047 1.484
C -4.001 -10.162 0.818
C -4.292 -11.461 1.633
C -4.616 -10.266 -0.700
C -4.058 -9.317 -1.737
C -2.539 -9.280 -1.777
C -1.886 -8.856 -0.423
C -0.438 -8.945 -0.506
C -2.249 -7.375 -0.032
N -2.514 -9.866 0.618
O -1.951 -9.785 1.929
H -4.011 -8.596 2.117
H -5.134 -8.222 0.868
H -5.667 -9.334 2.041
H -3.763 -11.357 2.581
H -5.336 -11.667 1.872
H -3.944 -12.435 1.289
H -4.459 -11.291 -1.034
H -5.661 -9.998 -0.546
H -4.290 -9.758 -2.707
H -4.405 -8.284 -1.764
H -2.030 -8.707 -2.552
H -2.324 -10.312 -2.058
H -0.043 -8.671 0.472
H -0.019 -8.297 -1.275
H -0.086 -9.918 -0.851
H -2.035 -7.111 1.004
H -3.315 -7.261 -0.226
H -1.687 -6.753 -0.728
H -1.448 -10.602 1.967
C 1.673 12.254 3.810
C 0.794 11.092 3.253
C 1.571 10.432 2.086
C 0.548 10.040 4.444
C -0.537 9.066 4.099
C -1.860 9.751 3.644
C -1.668 10.762 2.508
C -1.656 10.003 1.183
C -3.007 11.640 2.487
N -0.520 11.668 2.762
O -0.333 12.785 1.870
H 1.173 12.989 4.441
H 2.302 11.787 4.567
H 2.294 12.830 3.123
H 1.711 11.321 1.471
H 2.536 9.979 2.311
H 0.937 9.755 1.514
H 1.415 9.525 4.858
H 0.165 10.600 5.298
H -0.262 8.379 3.298
H -0.664 8.404 4.956
H -2.119 10.346 4.520
H -2.619 8.983 3.492
H -0.949 9.176 1.123
H -1.453 10.676 0.350
H -2.589 9.466 1.013
H -3.809 10.912 2.368
H -3.080 12.347 1.661
H -3.222 12.282 3.342
H 0.130 12.381 1.132
C 7.240 1.758 -1.704
C 7.619 0.784 -2.853
C 6.370 0.298 -3.722
C 8.557 1.533 -3.869
C 9.967 1.680 -3.260
C 10.680 0.353 -2.902
C 9.770 -0.490 -1.871
C 10.264 -1.893 -2.056
C 9.996 0.029 -0.475
N 8.296 -0.493 -2.394
O 7.518 -1.163 -1.486
H 6.189 1.688 -1.422
H 7.770 1.511 -0.784
H 7.371 2.803 -1.986
H 6.774 -0.048 -4.674
H 5.790 -0.470 -3.211
H 5.788 1.180 -3.987
H 8.559 1.042 -4.842
H 8.210 2.563 -3.955
H 10.541 2.358 -3.891
H 9.997 2.232 -2.320
H 11.752 0.391 -2.707
H 10.625 -0.151 -3.867
H 9.661 -2.622 -1.514
H 11.283 -1.898 -1.668
H 10.324 -2.112 -3.122
H 11.005 -0.247 -0.166
H 9.309 -0.361 0.275
H 9.983 1.119 -0.483
H 7.583 -2.096 -1.703
C -2.467 3.330 -8.589
C -2.187 1.916 -8.042
C -0.656 1.626 -7.819
C -2.803 1.861 -6.609
C -4.293 1.856 -6.533
C -4.942 0.641 -7.284
C -4.319 0.629 -8.796
C -4.669 -0.843 -9.367
C -5.138 1.610 -9.508
N -2.835 0.836 -8.743
O -2.252 0.585 -9.982
H -2.079 3.379 -9.606
H -3.515 3.623 -8.523
H -1.946 4.093 -8.011
H -0.085 2.212 -8.539
H -0.208 1.896 -6.862
H -0.460 0.568 -7.987
H -2.447 0.949 -6.130
H -2.513 2.703 -5.981
H -4.612 1.789 -5.493
H -4.669 2.802 -6.923
H -6.000 0.897 -7.215
H -4.764 -0.351 -6.868
H -4.460 -0.809 -10.436
H -5.755 -0.910 -9.304
H -4.304 -1.696 -8.794
H -4.608 1.723 -10.455
H -5.253 2.599 -9.063
H -6.175 1.320 -9.673
H -2.516 1.432 -10.348
C -3.271 -1.229 7.749
C -3.388 -2.066 6.538
C -3.825 -1.111 5.391
C -2.005 -2.698 6.075
C -1.599 -3.965 6.811
C -2.653 -5.004 6.844
C -3.958 -4.405 7.390
C -4.945 -5.531 7.133
C -3.784 -4.205 8.914
N -4.360 -3.191 6.605
O -5.696 -2.768 6.736
H -4.226 -1.233 8.273
H -2.521 -1.566 8.466
H -3.006 -0.173 7.693
H -3.812 -1.599 4.417
H -4.810 -0.677 5.562
H -2.949 -0.480 5.239
H -1.924 -3.058 5.049
H -1.256 -1.931 6.270
H -0.725 -4.404 6.328
H -1.264 -3.567 7.769
H -2.305 -5.914 7.332
H -2.918 -5.222 5.809
H -5.233 -5.686 6.093
H -5.850 -5.157 7.610
H -4.666 -6.501 7.547
H -3.196 -3.313 9.131
H -3.191 -4.919 9.485
H -4.726 -4.050 9.440
H -5.818 -2.674 5.789
O -0.277 3.860 -0.166
C -0.009 2.670 -0.064
O 1.177 2.258 0.403
C 1.156 0.836 0.523
C 0.039 0.433 -0.528
F -0.551 -0.580 0.165
O -0.765 1.651 -0.516
H 2.119 0.415 0.235
H 0.970 0.548 1.558
H 0.352 0.131 -1.527
C 0.102 -5.736 -7.968
C 0.201 -5.003 -6.590
C -1.163 -4.609 -6.044
O 1.239 -5.037 -5.972
H -0.018 -4.996 -8.759
H -0.709 -6.462 -7.924
H 1.038 -6.284 -8.086
H -1.782 -5.504 -6.108
H -1.551 -3.776 -6.630
H -0.996 -4.334 -5.003
C 5.196 2.545 4.861
C 5.845 3.799 5.481
C 6.821 4.591 4.597
O 5.951 3.884 6.675
H 4.265 2.157 5.274
H 5.851 1.678 4.773
H 4.775 2.901 3.921
H 6.386 5.571 4.400
H 6.697 4.082 3.642
H 7.878 4.558 4.859
C 6.541 -3.911 4.509
C 5.385 -4.132 3.464
C 5.567 -5.322 2.588
O 4.434 -3.344 3.359
H 7.531 -4.207 4.162
H 6.329 -4.545 5.370
H 6.415 -2.872 4.813
H 4.755 -5.542 1.895
H 5.620 -6.150 3.295
H 6.524 -5.186 2.084
C -7.931 6.639 1.086
C -7.493 5.433 0.281
C -6.085 4.842 0.482
O -8.219 4.902 -0.571
H -7.123 7.011 1.715
H -8.755 6.589 1.799
H -8.218 7.504 0.488
H -5.948 4.169 -0.364
H -6.135 4.302 1.427
H -5.338 5.637 0.484
*
```

Mulliken atomic charge list, values in e, 4 entries:
1. C -1.827
2. C 1.648
3. C -1.843
4. C -1.080



Computed, not measured: a cluster of 3 separate species, C13H20N3O8 in total, with ωB97M-V/def2-TZVPD.

Values from the calculation:
Gap between HOMO and LUMO in eV: 7.65
HOMO energy in eV: -12.58

The geometry in ORCA input format:
```
! RIJCOSX wB97M-V def2-TZVPD def2/J DEFGRID3
* xyz 1 1
O -0.256 -4.272 -2.512
C -0.740 -3.221 -2.789
C 0.126 -2.010 -3.051
C -0.389 -0.714 -2.470
C -0.334 0.444 -3.227
N -0.737 1.629 -2.722
C -1.219 1.781 -1.475
C -1.588 3.145 -1.016
C -0.317 4.018 -0.863
C 0.762 3.350 -0.032
O 0.193 2.781 1.147
C -1.311 0.643 -0.678
C -0.896 -0.583 -1.169
C -0.918 -1.775 -0.259
O 0.089 -2.200 0.199
O -2.101 -2.331 0.013
H -1.839 -3.148 -2.862
H 0.163 -1.884 -4.133
H 1.146 -2.182 -2.722
H 0.044 0.425 -4.235
H -0.668 2.456 -3.304
H -2.036 3.045 -0.036
H -2.269 3.615 -1.720
H 0.100 4.181 -1.857
H -0.590 4.967 -0.420
H 1.529 4.063 0.255
H 1.283 2.568 -0.590
H 0.629 1.940 1.304
H -1.689 0.749 0.324
H -2.828 -1.812 -0.361
C 3.793 1.938 3.892
N 3.204 2.913 2.933
O 2.949 4.023 3.331
O 3.017 2.526 1.790
H 3.898 2.427 4.853
H 3.118 1.090 3.952
H 4.757 1.635 3.495
C -1.185 -4.597 2.123
N -1.113 -5.906 2.829
O -1.121 -5.894 4.042
O -1.049 -6.896 2.133
H -1.238 -3.810 2.866
H -0.292 -4.504 1.515
H -2.074 -4.613 1.502
*
```

Mulliken atomic charge list, values in e, 4 entries:
1. O -0.418
2. C -0.143
3. C -0.659
4. C 0.605



Computed, not measured: a structure of composition C39H33AsBBrHfN4O7S in a non-equilibrium geometry, with ωB97M-V/def2-TZVPD.

Values from the calculation:
Gap between HOMO and LUMO (alpha / beta) in eV: 4.22 / 7.43
Energy above the lowest of the compared OMol25 structures with the same formula, charge and spin in eV: 0.603
HOMO energy (alpha / beta) in eV: -2.03 / -5.24

The geometry in ORCA input format:
```
! RIJCOSX wB97M-V def2-TZVPD def2/J DEFGRID3
* xyz -1 2
Hf -0.079 0.293 0.415
O 2.724 -2.900 -0.307
C 2.275 -1.777 -0.156
N 1.409 -1.336 0.792
C 1.484 -1.974 2.072
O 2.515 -2.522 2.476
C 0.302 -1.822 2.824
C 0.239 -2.303 4.156
C -0.913 -2.212 4.864
C -2.056 -1.614 4.232
C -1.933 -1.135 2.958
N -0.806 -1.212 2.210
C 2.693 -0.712 -1.144
C 3.638 -1.014 -2.110
C 4.101 0.002 -2.925
C 3.610 1.282 -2.727
C 2.647 1.482 -1.752
N 2.176 0.499 -0.984
H 1.140 -2.741 4.566
H -0.969 -2.576 5.884
H -3.006 -1.524 4.743
H -2.779 -0.667 2.486
H 3.992 -2.034 -2.171
H 4.842 -0.194 -3.690
H 3.956 2.120 -3.318
H 2.225 2.462 -1.580
O -0.304 0.005 -1.796
N -0.649 0.875 -2.734
C -0.939 0.349 -3.946
C -1.332 1.132 -4.991
C -1.435 2.512 -4.778
C -1.125 3.027 -3.553
C -0.698 2.211 -2.477
S -0.234 2.826 -0.971
H -0.836 -0.724 -3.999
H -1.558 0.672 -5.941
H -1.760 3.167 -5.576
H -1.192 4.087 -3.351
C -2.280 -3.677 0.484
As -1.279 -2.427 -0.616
C -0.123 -3.743 -1.472
C -2.730 -2.128 -1.943
C -3.001 -3.157 -2.998
C -2.076 -3.448 -4.005
C -2.363 -4.365 -5.005
C -3.587 -5.023 -5.023
C -4.516 -4.751 -4.029
C -4.223 -3.829 -3.031
H -2.692 -4.469 -0.144
H -3.080 -3.141 0.995
H -1.616 -4.103 1.237
H -0.711 -4.545 -1.915
H 0.532 -4.129 -0.691
H 0.517 -3.279 -2.224
H -2.533 -1.154 -2.394
H -3.609 -2.003 -1.310
H -1.111 -2.955 -3.997
H -1.625 -4.569 -5.773
H -3.813 -5.739 -5.804
H -5.477 -5.252 -4.031
H -4.958 -3.618 -2.261
Br 0.770 7.960 4.176
C 0.698 6.168 3.557
C 1.591 5.758 2.583
C 1.525 4.448 2.126
C 0.573 3.582 2.635
C -0.314 4.008 3.611
C -0.251 5.310 4.086
C 0.471 2.198 2.087
O -0.552 1.502 2.309
O 1.364 1.735 1.321
H 2.322 6.449 2.187
H 2.204 4.088 1.363
H -1.052 3.310 3.986
H -0.933 5.656 4.850
O -3.034 1.719 -0.553
B -2.429 0.634 0.162
O -3.528 -0.182 0.588
C -4.686 0.399 0.173
C -5.981 -0.021 0.366
C -6.991 0.774 -0.186
C -6.689 1.934 -0.893
C -5.365 2.348 -1.073
C -4.385 1.553 -0.523
H -6.203 -0.924 0.921
H -8.026 0.482 -0.060
H -7.492 2.528 -1.311
H -5.114 3.250 -1.615
*
```

Mulliken atomic charge list, values in e, 4 entries:
1. Hf 0.446
2. O -0.712
3. C -0.128
4. N 0.386